This record from OMol25 describes 2 unconnected molecules or ions with the total composition C2H7NO2. The level of theory is ωB97M-V/def2-TZVPD.

The geometry in XYZ format:
```
12
Properties=species:S:1:pos:R:3:lowdin_charge:R:1
O -0.81 -0.37 -1.03 -0.09
H -0.85 1.48 -1.99 0.11
H 0.49 2.05 -0.25 0.07
H -0.09 -1.90 0.87 0.08
H 0.15 -0.43 -0.89 0.05
H 1.09 -2.08 2.33 0.08
H -0.44 1.39 0.90 0.07
N -0.46 1.79 -0.03 0.02
C 0.86 -1.62 1.36 -0.13
O 1.62 -0.86 0.83 -0.01
H -2.19 1.07 -0.94 0.11
C -1.10 1.03 -1.04 -0.36
```

* HOMO-LUMO gap: 10.2 eV
* SMILES: C=O.NCO
* DFT total energy: -285.59774 Ha
* relative energy (zero: lowest compared OMol25 entry of this formula, charge and spin): 46.5 kcal per mole
* HOMO level: -9.549 eV
* LUMO: 0.02322 Ha

---

This record from OMol25 describes 4 unconnected molecules or ions with the total composition C21H36F10N3O8. The level of theory is ωB97M-V/def2-TZVPD.

The geometry in XYZ format:
```
78
Properties=species:S:1:pos:R:3:lowdin_charge:R:1
H 4.26 -1.41 0.61 0.12
H 6.96 2.82 4.14 0.09
H 7.51 3.43 1.77 0.13
F 3.21 0.11 -7.68 0.19
H 5.13 0.20 -2.60 0.10
H 4.03 -2.03 2.26 0.14
F -9.44 -1.31 2.16 0.19
C 1.78 -3.07 -0.76 -0.28
H 3.99 -0.65 -1.55 0.04
O 0.31 -1.31 0.12 -0.06
O -8.58 -0.06 -0.02 0.04
C 6.72 3.81 3.75 -0.05
C -3.03 0.79 1.58 -0.19
F 4.45 1.59 -6.70 0.18
H 3.19 -4.17 1.42 0.13
H -1.72 1.20 -0.73 0.13
F 3.50 1.94 0.03 0.16
C 4.18 -0.32 -2.58 -0.05
N 2.27 -1.59 1.20 0.14
F 2.14 2.32 1.66 0.19
O 2.52 -0.79 -5.24 0.17
O 5.59 2.80 1.82 0.03
C -1.20 0.56 0.00 -0.22
H 5.80 4.17 4.21 0.08
H 2.25 -0.61 1.49 0.15
C 3.26 1.00 -6.70 -0.55
H -4.71 -0.54 1.70 0.13
H -8.18 -1.72 -2.17 0.08
H 6.32 4.74 1.84 0.13
H 2.10 0.09 -3.03 0.11
H -1.01 -1.04 -1.44 0.14
H 4.23 -1.20 -3.22 0.09
H -2.59 -0.86 0.45 0.12
C -8.31 0.29 -1.40 -0.18
F -7.81 -0.01 2.77 0.15
C -4.06 0.02 2.39 -0.44
C 3.06 0.60 -3.02 -0.20
H 0.35 0.09 -1.41 0.11
O 3.31 1.12 -4.34 0.04
C 3.41 2.09 1.36 -0.51
H -2.48 1.44 2.26 0.13
N 3.06 -3.64 -0.59 0.03
H 1.67 -2.11 1.85 0.20
F 0.83 -3.88 -0.14 0.04
N -2.09 -0.11 0.92 -0.06
C 3.68 -2.09 1.23 -0.10
H 3.67 -3.53 -1.39 0.13
F 3.73 0.87 1.88 0.12
C 2.98 0.31 -5.34 -0.39
C -8.76 -0.81 -2.33 -0.06
H 1.55 -3.01 -1.82 0.17
C 3.70 -3.52 0.71 -0.16
H -9.81 -1.03 -2.19 0.09
F 2.32 1.93 -6.91 0.17
H 2.10 -0.94 -0.80 0.14
H -3.55 1.44 0.86 0.13
H -8.61 -0.49 -3.36 0.09
H -4.21 -1.35 4.03 0.08
H -2.93 -1.76 2.88 0.07
C -8.13 -1.10 2.04 -0.54
C 4.34 3.21 1.88 -0.42
H -2.72 -0.41 4.01 0.09
H -0.53 1.21 0.57 0.12
H -7.25 0.50 -1.50 0.12
H 7.52 4.49 4.03 0.09
C 6.60 3.78 2.25 -0.17
C -0.38 -0.43 -0.79 -0.14
H 2.99 1.48 -2.38 0.12
F -7.47 -2.14 2.54 0.18
H -8.87 1.21 -1.55 0.13
O -6.69 -1.29 0.12 0.15
C 1.59 -1.67 -0.15 -0.25
C -7.70 -0.84 0.57 -0.41
H 4.72 -3.87 0.64 0.14
H -5.72 0.69 3.17 0.07
O -4.82 1.03 3.06 -0.03
C -3.44 -0.94 3.38 -0.04
O 3.90 4.26 2.22 0.19
```

* HOMO-LUMO gap: 8.9 eV
* net charge: +1
* DFT total energy: -2586.44335 Ha
* HOMO level: -11.332 eV
* LUMO: -0.09026 Ha

---

This record from OMol25 describes a molecular structure, C47H50CdN11O3 at a distorted geometry. The level of theory is ωB97M-V/def2-TZVPD.

The geometry in XYZ format:
```
112
Properties=species:S:1:pos:R:3:lowdin_charge:R:1
C -0.71 5.63 -6.70 -0.14
C -0.73 8.76 4.43 -0.08
C 0.90 -7.96 0.60 -0.07
H 5.38 0.49 8.25 0.11
H -3.32 1.63 6.49 0.09
H -4.83 -3.21 -3.81 0.16
C -2.20 7.47 3.20 -0.10
H -7.10 -6.74 -3.33 0.12
N -1.01 6.90 3.16 0.01
H -5.80 2.49 9.71 0.11
C -6.27 2.38 -2.56 -0.11
H 3.05 -9.17 3.00 0.10
O -0.76 -0.76 1.29 0.08
C 6.74 7.50 -0.07 -0.09
H -6.54 0.02 9.78 0.10
C 7.22 7.08 1.16 -0.11
C -6.34 -4.69 -3.50 -0.12
H -0.34 4.65 -4.76 0.10
C -0.73 4.20 -8.54 -0.15
C -8.41 1.52 -1.95 -0.17
C -5.50 1.75 8.97 -0.09
H -6.14 3.42 -4.46 0.10
N 2.23 -1.18 6.68 0.04
C 2.09 -3.90 -6.86 -0.13
H 2.42 -9.55 0.44 0.10
C 1.83 -5.95 -7.94 -0.14
H 3.37 -0.98 4.90 0.10
C -4.69 2.20 7.99 -0.09
C -6.76 2.87 -3.77 -0.08
C -5.27 -0.49 8.11 -0.14
H -0.71 2.48 -5.65 0.10
O 0.00 0.88 0.19 0.13
C -8.94 1.94 -3.14 -0.09
H 7.90 7.76 1.66 0.10
H 6.80 -4.26 1.78 0.09
H 5.41 7.10 -1.70 0.10
H 1.41 -1.13 8.64 0.09
H -4.41 3.25 8.01 0.10
C 1.72 -7.60 3.19 -0.19
C 5.72 6.78 -0.71 -0.08
H -0.41 9.53 5.11 0.10
H -8.55 2.71 -5.06 0.10
H -2.84 9.31 4.40 0.09
C -5.00 -6.35 -3.53 -0.09
H 3.34 -0.02 9.71 0.10
C -0.63 3.30 -6.34 -0.10
H 1.53 -3.43 -10.17 0.10
H -7.17 -4.01 -3.55 0.12
C 0.34 -7.05 1.46 -0.17
C 6.13 -3.27 -0.19 -0.06
H -3.03 6.88 2.85 0.12
N 2.04 -5.26 -6.79 0.04
H 0.46 -8.00 -0.38 0.09
C 1.72 -3.94 -9.23 -0.10
H -0.55 6.60 -6.25 0.10
C -0.49 4.58 -5.82 -0.09
H 2.09 -2.19 -8.29 0.10
H 9.04 -2.24 -1.29 0.12
C 4.38 -0.16 6.51 -0.11
C 2.25 -0.85 8.02 -0.12
N -7.10 1.66 -1.66 0.04
H -9.97 1.73 -3.38 0.10
Cd -1.49 -3.35 4.99 0.57
H 6.62 -2.51 -2.11 0.15
C -0.87 3.13 -7.69 -0.10
H 0.96 7.47 3.91 0.11
H 4.61 4.91 -0.71 0.10
H -5.22 2.44 -2.32 0.09
C 2.31 -8.59 2.47 -0.09
O -0.34 -0.93 -0.83 0.09
H 1.82 -7.01 -7.74 0.09
C -0.09 7.69 3.80 -0.10
N -4.31 -0.15 7.14 0.05
N 6.66 5.92 1.77 0.05
H 1.66 -5.91 -10.11 0.10
C 1.99 -3.25 -8.09 -0.10
C 1.59 -5.34 -9.19 -0.05
H -0.50 -6.48 1.10 0.09
H -4.45 -7.28 -3.47 0.10
N -0.77 5.48 -8.07 0.07
H -0.98 2.12 -8.03 0.10
C -2.07 8.66 4.02 -0.07
H 7.07 8.41 -0.55 0.10
C 3.37 -0.23 8.66 -0.06
H 5.07 -3.49 -0.26 0.10
N 6.95 -2.73 -1.18 0.01
H -0.57 3.92 -9.58 0.10
H 5.52 4.22 1.42 0.10
H -3.15 -5.01 -3.57 0.12
H -5.55 -1.53 8.22 0.09
C -5.86 0.38 9.03 -0.06
H 5.29 -0.06 5.95 0.11
C 5.27 5.58 -0.19 -0.11
H 2.09 -7.53 4.20 0.10
H 2.17 -3.30 -5.97 0.09
H 9.11 -3.24 1.27 0.10
C -6.30 -6.02 -3.40 -0.10
C 5.83 5.14 0.96 -0.16
C 7.01 -3.71 0.88 -0.06
C 1.93 -8.86 1.12 -0.01
H -9.03 0.81 -1.41 0.10
N -0.35 -0.27 0.23 -0.63
H -0.84 6.01 2.71 0.16
C -4.21 -5.17 -3.66 -0.07
C 8.21 -2.59 -0.68 -0.12
N -5.10 -4.16 -3.58 0.03
N 0.78 -6.74 2.73 0.05
C -4.08 1.23 7.14 -0.13
C 8.28 -3.10 0.60 -0.10
C 4.44 0.15 7.85 -0.08
C -8.09 2.55 -4.10 -0.07
C 3.34 -0.83 5.97 -0.17
```

* HOMO-LUMO gap: 1.3 eV
* net charge: +1
* DFT total energy: -2815.89493 Ha
* relative energy (zero: lowest compared OMol25 entry of this formula, charge and spin): 230.2 kcal per mole
* HOMO level: -9.700 eV
* LUMO: -0.30902 Ha

---

This record from OMol25 describes 2 unconnected molecules or ions with the total composition C3H10N3O at a distorted geometry. The level of theory is ωB97M-V/def2-TZVPD.

The geometry in XYZ format:
```
17
Properties=species:S:1:pos:R:3:lowdin_charge:R:1
H 0.74 -1.05 2.36 0.09
N 1.42 0.04 -1.96 0.07
H 2.01 -0.62 1.17 0.11
C -1.18 0.32 0.22 -0.26
C 0.91 -0.76 1.34 -0.03
O 0.78 1.67 1.78 0.09
H 1.86 0.21 -2.78 0.01
H 1.49 0.84 -1.33 0.06
H -3.15 0.44 0.28 0.11
H -2.40 1.04 1.61 0.16
N -1.06 -0.15 -0.99 0.19
H 0.61 -1.52 0.57 0.10
N -2.32 0.51 0.74 0.23
H -0.11 -0.42 -1.39 0.08
H 1.99 -0.70 -1.51 0.07
H -1.89 -0.46 -1.35 0.11
C 0.30 0.62 1.25 -0.20
```

* HOMO-LUMO gap: 10.7 eV
* net charge: +1
* DFT total energy: -359.52685 Ha
* relative energy (zero: lowest compared OMol25 entry of this formula, charge and spin): 70.9 kcal per mole
* HOMO level: -14.812 eV
* LUMO: -0.15225 Ha